1.
Computed, not measured: a cluster of 2 separate species, C2H4O2P in total, with ωB97M-V/def2-TZVPD.

Each line ends with the Mulliken charge.
Atoms and positions in Å:
1 P 0.533 -0.526 2.472  0.41
2 O 1.454 0.404 3.176  -0.59
3 O -0.541 -1.179 3.270  -0.60
4 C -0.953 0.545 -2.299  -0.52
5 C -0.024 0.551 -1.386  -0.31
6 H 1.274 -1.513 1.748  -0.01
7 H 1.041 0.627 -1.555  0.19
8 H -0.781 0.622 -3.387  0.23
9 H -2.002 0.469 -2.039  0.20

LUMO energy (spin up / spin down)   0.1454 / 0.1031 Ha
Relative energy (zero: lowest compared OMol25 entry of this formula, charge and spin)   81.0 kcal per mole
Charge   -1
2S+1   1
Electronic energy   -15520.86736 eV

2.
Computed, not measured: a structure of composition C13H11N4SSe3TeTl, with ωB97M-V/def2-TZVPD.

Each line ends with the Mulliken charge.
Atoms and positions in Å:
1 Tl 2.034 2.191 2.088  0.35
2 Te 1.704 5.847 0.931  0.30
3 Se 4.375 3.298 0.617  -0.43
4 Se 4.132 5.435 1.460  -0.17
5 Se 1.125 7.876 2.123  -0.63
6 S 2.988 -0.266 2.655  -0.51
7 N 1.351 0.590 0.284  -0.46
8 N 0.772 -3.176 1.198  0.13
9 N 1.716 -2.462 1.963  -1.08
10 N 1.207 -0.692 0.549  -0.23
11 C -0.582 1.957 -3.196  -0.40
12 C -0.754 0.636 -2.786  -0.60
13 C 0.689 0.988 -0.870  0.21
14 C 1.863 -1.189 1.643  0.51
15 C -0.553 -2.947 0.988  0.76
16 C -1.267 -3.821 0.142  -0.57
17 C -2.624 -3.661 -0.077  -0.36
18 C -1.276 -1.921 1.624  -0.28
19 C -2.633 -1.777 1.390  -0.50
20 C -0.135 0.147 -1.645  -0.05
21 C 0.859 2.318 -1.292  0.01
22 C 0.233 2.791 -2.433  -0.64
23 C -3.331 -2.631 0.537  -0.62
24 H 0.388 3.823 -2.731  0.35
25 H -0.762 -1.243 2.287  0.43
26 H -0.727 -4.619 -0.358  0.26
27 H -3.136 -4.347 -0.744  0.32
28 H -3.159 -0.968 1.884  0.35
29 H 1.517 2.964 -0.721  -0.04
30 H 1.118 -4.073 0.912  0.19
31 H -4.390 -2.494 0.354  0.36
32 H -0.284 -0.874 -1.319  0.36
33 H -1.065 2.327 -4.093  0.34
34 H -1.392 -0.026 -3.364  0.34

LUMO energy (spin up / spin down)   0.1147 / 0.1541 Ha
Charge   -2
2S+1   1
Electronic energy   -238481.73908 eV

3.
Computed, not measured: the ion C7H16N with charge +1, with ωB97M-V/def2-TZVPD.

Each line ends with the Mulliken charge.
Atoms and positions in Å:
1 N -0.915 0.546 -1.756  -0.24
2 C 0.269 1.748 0.838  -1.22
3 C -0.040 -0.509 1.914  -0.18
4 C -0.731 0.110 3.117  -1.35
5 C -0.078 -0.689 -1.419  0.20
6 C 0.975 -0.262 -0.416  -1.08
7 C 0.436 0.430 0.834  0.65
8 C 0.440 -1.290 -2.711  -1.43
9 H -0.078 2.256 1.727  0.26
10 H 1.777 0.340 -0.820  0.41
11 H -1.778 0.310 2.886  0.33
12 H -0.365 -1.679 -3.326  0.41
13 H 1.020 -0.540 -3.226  0.42
14 H -1.693 0.275 -2.358  0.39
15 H -0.284 1.072 3.357  0.33
16 H -0.676 -1.231 1.393  0.24
17 H -0.774 -1.356 -0.923  0.32
18 H 1.199 -2.027 -2.454  0.36
19 H 0.563 2.354 -0.012  0.31
20 H 1.456 -1.171 -0.043  0.43
21 H -1.284 0.946 -0.886  0.35
22 H 0.791 -1.175 2.179  0.36
23 H -0.366 1.244 -2.258  0.37
24 H -0.610 -0.503 4.003  0.36

LUMO energy   -0.1228 Ha
Relative energy (zero: lowest compared OMol25 entry of this formula, charge and spin)   9.5 kcal per mole
Charge   +1
2S+1   1
Electronic energy   -9001.89314 eV
Structure (SMILES)   C=C(CC)C[C@H](C)[NH3+]